1.
{"formula": "C26H40Cl2F13KN5NaO9S", "method": "ωB97M-V with the def2-TZVPD basis set", "elements": ["O", "C", "O", "C", "C", "C", "S", "C", "N", "C", "C", "C", "C", "C", "F", "F", "C", "F", "F", "C", "F", "F", "C", "F", "F", "C", "F", "F", "C", "F", "F", "F", "O", "H", "H", "H", "H", "H", "H", "H", "H", "H", "H", "H", "H", "H", "H", "H", "H", "H", "Cl", "Cl", "N", "C", "C", "C", "C", "H", "H", "H", "H", "H", "C", "C", "C", "C", "N", "H", "H", "H", "H", "H", "H", "H", "Na", "O", "H", "H", "H", "C", "O", "H", "H", "H", "K", "C", "O", "O", "O", "H", "C", "O", "N", "N", "H", "H", "H", "H"], "coordinates": [[-4.1119, -1.8093, -0.8501], [-3.1962, -1.0986, -0.5537], [-2.2115, -1.4948, 0.2580], [-1.7646, -0.4205, 1.1231], [-0.3123, 0.0031, 0.8638], [0.0011, 0.6869, -0.4890], [-0.0838, -0.5174, -1.8847], [-0.9080, 1.8691, -0.9034], [-0.4026, 3.2072, -0.4883], [1.0590, 3.3966, -0.6540], [1.6975, 2.1442, -1.2532], [3.2109, 2.3343, -1.3138], [3.9886, 1.0299, -1.6146], [4.2197, 0.7964, -3.1096], [4.1768, -0.5276, -3.3754], [3.1533, 1.3406, -3.7670], [5.4951, 1.4904, -3.6976], [6.3300, 1.9276, -2.7437], [5.0884, 2.6088, -4.3508], [6.3324, 0.6279, -4.6716], [7.4762, 1.3349, -4.9123], [6.7410, -0.5344, -4.1615], [5.7103, 0.3875, -6.0696], [4.3959, 0.2002, -6.0874], [5.9406, 1.5018, -6.8051], [6.4662, -0.7660, -6.8097], [6.3696, -0.4157, -8.2071], [7.8104, -0.8216, -6.4989], [5.7678, -2.1899, -6.6764], [5.7080, -2.5995, -5.4571], [6.5965, -3.1381, -7.3423], [4.6182, -2.2531, -7.2953], [1.3847, 1.0716, -0.3862], [-3.1178, -0.0762, -0.9642], [-2.4786, 0.4066, 1.1473], [-1.7817, -0.8457, 2.1665], [0.0699, 0.6166, 1.6855], [0.2661, -0.9264, 0.8660], [0.4361, -1.6253, -1.3069], [-0.9453, 1.8855, -2.0036], [-1.9398, 1.7743, -0.5655], [-0.7474, 3.4088, 0.4587], [-0.8566, 3.8853, -1.1163], [1.3247, 4.2955, -1.2077], [1.4782, 3.4771, 0.3595], [1.3339, 1.9969, -2.2777], [3.4931, 3.1138, -2.0287], [3.5397, 2.6897, -0.3267], [3.4501, 0.1477, -1.2574], [4.9149, 1.0748, -1.0405], [-2.2465, 0.3284, 3.8272], [7.7642, -2.3498, -2.8462], [-1.3494, -2.0509, 6.1317], [-1.8621, -3.0199, 6.9408], [-0.9700, -4.0531, 6.9881], [0.1300, -3.6916, 6.1628], [-0.1346, -2.4488, 5.6480], [-1.8012, -1.1745, 5.9155], [-2.8154, -2.8897, 7.4234], [-1.0927, -4.9613, 7.5577], [1.0202, -4.2713, 5.9722], [0.4354, -1.8209, 4.9861], [-7.1923, -4.4417, 3.1581], [-6.4351, -4.0056, 1.9083], [-5.9077, -2.5710, 1.9982], [-7.0126, -1.6163, 2.1715], [-7.8775, -0.8729, 2.3160], [-8.0827, -3.8310, 3.3215], [-7.5216, -5.4767, 3.0622], [-6.5586, -4.3692, 4.0449], [-7.0917, -4.1004, 1.0413], [-5.5912, -4.6771, 1.7470], [-5.3642, -2.3140, 1.0886], [-5.2235, -2.4671, 2.8428], [7.7769, -1.6170, -8.3050], [-4.8219, 1.9089, 4.5626], [-4.9195, 2.2506, 5.4692], [-5.6758, 1.5910, 4.2066], [-4.1095, 1.1679, 4.5253], [0.1595, 2.9493, -4.4433], [-0.2465, 3.6285, -3.3453], [-0.0890, 1.8562, -4.4727], [-0.2470, 3.3038, -5.4198], [1.2600, 2.9406, -4.6398], [0.3364, -6.2576, 6.3952], [-0.3745, -4.1403, 2.4097], [-1.4701, -4.7420, 2.5516], [-0.4675, -3.0076, 1.5879], [0.7441, -4.4033, 2.8685], [-1.4175, -3.0944, 1.4126], [-2.2008, 5.0140, 2.1970], [-1.6880, 3.9479, 1.8825], [-1.6850, 6.2166, 1.8272], [-3.3367, 5.0693, 2.9469], [-2.0938, 7.0972, 2.0760], [-0.8473, 6.2101, 1.2746], [-3.7341, 4.1944, 3.2279], [-3.7822, 5.9241, 3.2209]], "atomic_forces_ev_per_a": [[-0.2, -0.2, -0.2], [-0.1, -0.3, -0.3], [-0.6, 0.9, 0.0], [1.2, -0.6, 1.2], [-0.2, -0.4, -0.9], [0.6, -0.7, 0.7], [-0.4, 0.1, -0.4], [0.2, -0.7, -1.1], [-0.7, 0.3, -0.6], [1.2, -0.4, 0.7], [0.3, 0.8, -0.6], [0.3, -0.4, 0.5], [0.1, 0.2, 0.2], [-1.0, 0.5, 1.1], [0.6, 0.0, -0.3], [0.1, -0.2, -0.3], [-0.4, 0.0, -0.2], [0.0, -0.4, 0.3], [0.2, -0.2, -0.3], [1.0, 0.1, 0.1], [-0.2, 0.2, -0.2], [-1.2, 1.0, -0.3], [0.6, 1.3, -0.1], [0.0, -0.7, 0.2], [0.0, -0.2, -0.1], [-1.5, 0.6, 0.2], [-1.4, 0.7, 1.7], [-1.7, 0.4, 0.3], [1.3, -1.4, 0.1], [-0.3, 0.4, 0.2], [-0.3, 1.0, 0.1], [-0.2, 0.5, 0.0], [-0.6, 0.4, 0.2], [0.2, -0.1, 0.3], [0.0, -0.1, -0.3], [0.0, 0.2, -1.8], [-0.3, 0.1, -0.1], [0.0, 0.2, 0.2], [-0.2, 0.4, 0.3], [0.1, 0.5, 0.2], [0.2, -0.1, 0.3], [0.3, 0.1, 0.2], [0.1, -0.4, -0.5], [-0.6, -0.1, -0.2], [-0.1, 0.0, -0.1], [-0.2, -0.1, 0.2], [-0.3, -0.1, 0.0], [0.0, -0.1, -0.1], [-0.1, 0.2, -0.1], [0.1, -0.3, -0.4], [-1.7, 1.1, 2.1], [0.6, -0.9, 0.4], [0.3, -0.4, 0.2], [-0.3, 0.4, 0.1], [0.0, 0.1, 0.1], [0.2, 0.5, 0.0], [-0.2, 0.1, 0.1], [0.1, 0.0, -0.4], [0.0, -0.1, 0.0], [-0.4, 0.4, 0.3], [0.1, 1.0, -0.3], [0.0, -0.1, -0.1], [0.0, 0.0, 0.0], [-0.1, -0.2, 0.2], [-0.2, -0.1, -0.1], [0.3, 0.0, 0.0], [0.1, 0.1, 0.1], [0.0, 0.0, 0.0], [0.0, 0.0, 0.0], [0.0, 0.0, 0.0], [0.1, 0.1, -0.1], [0.1, 0.1, -0.1], [0.0, 0.1, 0.0], [0.0, 0.0, 0.0], [3.5, -2.7, -2.7], [-0.5, 0.2, 0.1], [0.0, -0.1, 0.0], [0.0, -0.1, 0.0], [1.8, -0.6, -0.7], [0.2, -0.4, -0.7], [-0.1, 0.1, 1.0], [-0.1, 0.0, 0.2], [-0.2, 0.2, 0.2], [0.0, 0.2, 0.2], [0.2, -1.6, -0.8], [0.0, -0.5, 0.2], [0.2, 0.1, 0.3], [-0.3, -0.6, 0.4], [0.2, 0.0, 0.4], [0.1, 0.5, -0.5], [0.0, 0.3, 0.0], [0.0, -0.1, 0.0], [0.1, -0.1, -0.1], [0.0, -0.1, 0.1], [0.0, 0.0, 0.0], [0.0, 0.1, 0.0], [0.0, -0.1, 0.0], [0.0, 0.0, 0.0]], "mulliken_charge": [-0.5610, 0.1200, -0.2735, -0.9333, -0.8369, 1.4527, -0.2825, -1.7240, 0.3019, -1.4247, 0.9800, -1.2536, -1.2108, 0.8776, -0.3346, -0.3120, 0.8020, -0.3235, -0.3072, 0.2471, -0.3607, -0.2147, 0.5445, -0.2439, -0.3334, 0.3722, -0.4028, -0.2748, 1.0103, -0.1133, -0.4076, -0.2165, -0.4309, 0.3252, 0.6136, 0.2028, 0.2986, 0.6451, 0.2032, 0.3102, 0.4447, 0.4629, 0.5498, 0.3864, 0.4979, -0.0018, 0.4513, 0.5500, 0.4830, 0.4270, -0.7201, -0.7948, 0.1748, -1.0016, -0.1790, 0.0598, -0.8883, 0.1865, 0.3943, 0.4012, 0.4324, 0.3597, -1.1897, -0.5372, 0.2352, 0.2807, -0.5649, 0.3478, 0.3461, 0.2863, 0.3226, 0.3740, -0.2155, 0.3019, 1.0000, -0.3326, 0.4520, 0.4419, 0.2260, -0.4680, -0.7917, 0.0868, 0.3136, -0.0186, 0.9916, 0.7158, -0.7926, -0.3216, -0.7283, 0.1472, 0.6524, -0.7360, -0.3680, -0.4046, 0.1676, 0.2095, 0.2142, 0.1493], "gap_ev": 3.921, "homo_ev": -5.62, "e_lumo_ev": -1.7}



2.
{"formula": "C26H40Cl3N4O3SiTi", "method": "ωB97M-V with the def2-TZVPD basis set", "elements": ["C", "C", "H", "H", "H", "C", "C", "H", "H", "H", "H", "Ti", "Cl", "Cl", "C", "O", "N", "C", "C", "H", "H", "H", "H", "H", "H", "H", "H", "H", "C", "C", "N", "H", "C", "O", "H", "H", "H", "H", "O", "C", "C", "C", "H", "C", "H", "C", "H", "C", "C", "H", "H", "H", "Si", "Cl", "C", "C", "C", "H", "H", "H", "H", "H", "H", "H", "H", "H", "N", "C", "C", "C", "C", "N", "C", "C", "H", "H", "H", "H"], "coordinates": [[1.5329, -1.4043, -3.9625], [0.9726, -0.0635, -3.5468], [1.8126, -1.3863, -5.0117], [0.7679, -2.1760, -3.7509], [2.4025, -1.6273, -3.3356], [0.2406, 0.7140, -4.4623], [-0.3166, 0.1336, -5.7007], [-0.0597, 1.7123, -4.1924], [-0.7752, -0.8645, -5.5671], [0.4442, 0.0308, -6.4917], [-1.0822, 0.8289, -6.0755], [0.1271, -1.0751, 1.6381], [2.5010, -0.8696, 1.6781], [-0.8469, -2.8939, 2.5524], [0.9111, 1.9444, 1.5969], [0.0875, 1.0215, 1.2960], [0.4822, 3.1710, 1.8920], [-0.9437, 3.4462, 1.8228], [1.3834, 4.2614, 2.2252], [1.9886, 1.7597, 1.6017], [-1.5016, 2.6183, 2.2771], [-1.2480, 3.5705, 0.7702], [-1.1133, 4.3823, 2.3672], [2.3669, 3.8707, 2.5121], [0.9637, 4.8377, 3.0542], [1.5235, 4.9600, 1.3877], [-1.5653, -1.4101, -2.8040], [-2.6841, 1.0785, -3.1710], [-2.4117, -1.4546, -2.0966], [-3.2521, 0.8606, -2.2540], [-2.5898, -0.1588, -1.4483], [-2.2391, -2.2246, -1.3459], [-2.1347, 0.0948, -0.2032], [-1.6356, -0.7780, 0.5570], [-3.4023, 1.7879, -1.6994], [-2.2313, 1.1334, 0.1334], [-3.3264, -1.6637, -2.6672], [-4.2321, 0.4859, -2.5826], [0.3438, -0.4322, -2.2408], [1.3866, 0.5039, -2.1709], [-0.2051, 2.4197, -1.7210], [1.0842, 1.8830, -1.8178], [-1.0611, 1.7550, -1.7559], [-0.3731, 3.7997, -1.5935], [2.3548, 0.0874, -1.8708], [2.1960, 2.6998, -1.5525], [-1.3771, 4.2455, -1.6041], [0.7534, 4.6260, -1.4774], [2.0382, 4.0676, -1.4091], [3.1604, 2.1970, -1.5123], [0.6332, 5.7201, -1.3959], [2.9274, 4.7013, -1.2682], [0.6148, -4.4461, 0.1777], [0.5389, -2.1092, -0.2843], [-1.2144, -4.8660, 0.2288], [1.6405, -4.6761, 1.7504], [1.4874, -5.2972, -1.2535], [-1.7702, -3.9909, -0.1365], [-1.5647, -5.1213, 1.2412], [-1.4239, -5.7327, -0.4142], [0.8399, -5.4056, -2.1425], [1.7755, -6.3222, -0.9559], [2.4158, -4.7739, -1.5543], [2.2052, -3.7595, 1.9462], [2.3489, -5.5002, 1.5774], [1.0727, -4.9261, 2.6583], [-0.8580, 0.2701, 8.6537], [-0.7042, 0.2072, 7.4947], [-0.4661, 0.1271, 6.0938], [-1.5561, -0.0342, 5.2166], [-1.2679, -0.1894, 3.8828], [0.0257, -0.2183, 3.4826], [1.0657, -0.0324, 4.3044], [0.8565, 0.1894, 5.6442], [-2.5997, -0.0828, 5.5420], [-2.0192, -0.4431, 3.1055], [2.0505, -0.1562, 3.8472], [1.7285, 0.3614, 6.2913]], "atomic_forces_ev_per_a": [[0.4, 0.2, 0.1], [-0.4, 0.8, -0.2], [0.1, -0.3, -0.1], [0.4, 0.3, -0.4], [0.0, -0.2, -0.2], [0.4, 0.3, 0.2], [-0.1, 0.1, -0.5], [0.0, 0.2, 0.1], [-0.1, 0.1, -0.2], [-0.2, -0.2, -0.3], [0.0, -0.3, -0.2], [0.5, 2.3, 1.9], [0.6, -0.1, 0.0], [-0.4, -1.0, 0.8], [-1.5, -1.1, -0.7], [1.4, 2.2, -0.2], [0.2, -0.4, -0.1], [-0.1, 0.2, -0.1], [0.3, 0.1, -0.2], [-0.1, 0.0, 0.2], [0.1, 0.3, 0.0], [0.0, 0.0, 0.5], [-0.2, -0.3, -0.1], [-0.3, 0.0, 0.0], [0.1, -0.2, 0.1], [-0.1, -0.3, 0.0], [-0.3, 0.1, 0.4], [0.2, -0.1, 0.3], [0.0, 0.1, -0.4], [-0.1, -0.1, -0.4], [0.2, 0.3, 1.1], [0.0, 0.2, -0.1], [0.2, -1.2, -0.3], [-1.6, 1.3, -1.3], [0.1, -0.1, 0.1], [0.0, -0.1, -0.1], [0.1, -0.1, 0.2], [0.1, 0.1, 0.2], [-1.1, 0.2, 2.1], [0.0, -1.3, -1.7], [0.1, 0.4, -0.1], [0.5, 0.3, 0.7], [0.4, 0.2, -0.4], [0.4, 0.0, 0.0], [-0.1, 0.3, 0.6], [-0.5, -0.1, -0.3], [0.4, -0.2, 0.1], [0.0, 0.5, 0.2], [0.0, 0.3, 0.0], [0.0, 0.4, 0.0], [0.0, -0.6, -0.1], [-0.5, -0.2, 0.0], [-0.1, 1.2, 0.7], [1.1, -4.5, -2.8], [0.0, -0.4, -0.1], [0.0, -0.3, -0.2], [0.1, 0.2, -0.5], [0.0, -0.4, 0.2], [0.2, 0.3, -0.4], [0.1, 0.2, -0.1], [0.3, 0.2, 0.3], [-0.1, 0.4, 0.1], [-0.5, -0.2, 0.1], [0.0, -0.1, 0.0], [0.0, 0.2, -0.1], [0.0, 0.2, -0.5], [0.1, -0.1, -1.3], [-0.1, 0.1, 1.2], [-0.8, 0.4, 2.3], [-0.6, -0.2, -1.5], [-0.7, 0.1, 1.3], [-0.3, -1.0, -1.5], [0.4, 0.3, 1.5], [1.4, -0.1, -1.2], [0.5, 0.1, 0.1], [0.4, 0.5, 0.8], [-0.4, 0.3, 0.4], [-0.7, -0.2, -0.1]], "lowdin_spin": [0.0000, 0.0000, 0.0000, 0.0000, 0.0000, 0.0000, 0.0000, 0.0000, 0.0000, 0.0000, 0.0000, 1.0262, 0.0109, 0.0053, 0.0104, 0.0075, 0.0076, 0.0021, 0.0010, 0.0011, 0.0028, 0.0002, 0.0001, 0.0007, 0.0003, 0.0002, 0.0001, 0.0000, 0.0012, 0.0003, 0.0034, 0.0007, 0.0051, 0.0128, 0.0001, 0.0009, 0.0000, 0.0002, 0.0005, 0.0002, 0.0001, 0.0002, 0.0000, 0.0000, 0.0000, 0.0002, 0.0000, 0.0001, 0.0000, 0.0000, 0.0000, 0.0000, 0.0040, 0.0224, 0.0006, 0.0007, 0.0007, 0.0002, 0.0000, 0.0001, 0.0001, 0.0001, 0.0000, 0.0002, 0.0000, 0.0001, 0.1170, 0.0470, 0.1835, 0.0494, 0.1104, 0.1807, 0.0979, 0.0620, 0.0022, 0.0087, 0.0061, 0.0035], "s2": 2.017, "gap_ev": [4.265, 4.216], "charge": -1, "homo_ev": [-2.00, -2.01], "spin_multiplicity": 3, "e_lumo_ev": [2.3, 2.2], "e_above_lowest_kcal_mol": 138.4}